Formula: C22H27NO3P2Pt
Source: the OMol25 dataset
Level of theory: ωB97M-V/def2-TZVPD

total charge: +2
HOMO-LUMO gap (alpha / beta): 6.94 / 5.52 eV
⟨S²⟩: 6.04
multiplicity: 5

Structure (XYZ):
```
56
Properties=species:S:1:pos:R:3:forces:R:3:nbo_charge:R:1
C 3.947 -1.448 -0.719 0.87 -0.17 1.02 -0.192
C 2.757 -0.743 -0.785 -0.20 1.16 -0.75 -0.007
C 1.574 -1.479 -0.904 0.55 -0.89 0.46 0.161
C 1.606 -2.880 -0.727 0.36 0.30 -0.20 -0.090
C 2.815 -3.547 -0.543 -2.04 -1.00 0.88 -0.142
C 3.967 -2.828 -0.472 0.94 1.27 -1.35 -0.125
C 0.324 -3.488 -0.649 0.00 -1.99 -0.29 -0.160
C -0.742 -2.949 -1.425 -0.72 0.13 -0.26 -0.086
C -0.703 -1.542 -1.614 -0.78 -0.72 0.08 0.053
C -1.779 -0.866 -2.223 0.99 0.73 0.36 0.046
C -2.818 -1.643 -2.728 -0.54 0.01 0.19 -0.198
C -2.887 -3.018 -2.499 -0.34 0.75 -1.09 -0.131
C -1.863 -3.678 -1.870 1.32 -0.35 1.18 -0.132
H 4.897 -0.903 -0.710 -0.37 -0.16 -0.02 0.242
H 2.745 -4.619 -0.323 0.37 0.41 -0.18 0.247
H 4.904 -3.334 -0.393 0.49 -0.15 0.28 0.251
H 0.241 -4.474 -0.169 -0.05 0.37 -0.51 0.245
H -3.630 -1.125 -3.234 0.05 -0.23 0.03 0.243
H -3.725 -3.563 -2.900 -0.19 -0.11 0.09 0.253
H -1.880 -4.747 -1.632 -0.24 0.39 -0.26 0.250
N 0.323 -0.909 -0.925 0.74 0.96 -0.71 -0.457
Pt -0.126 0.203 0.799 -2.72 2.61 -0.79 0.545
C 2.710 0.794 -0.771 0.33 -0.80 -0.26 -0.773
H 2.177 1.188 -1.650 0.31 -0.06 0.17 0.268
H 3.740 1.229 -0.714 -0.86 -0.34 -0.10 0.279
C -1.791 0.674 -2.252 0.23 -0.83 -0.16 -0.776
H -0.832 1.057 -2.649 -0.54 -0.11 -0.07 0.263
H -2.657 1.061 -2.844 0.75 -0.23 0.45 0.277
P 1.773 1.288 0.711 2.10 1.45 0.03 1.212
P -1.916 1.278 -0.514 -0.88 0.74 -1.21 1.160
C -3.663 0.899 -0.088 0.67 -0.23 0.47 -0.962
H -3.763 1.193 0.964 -0.33 -0.19 -0.38 0.302
H -4.322 1.487 -0.740 0.22 -0.09 0.11 0.265
H -3.855 -0.179 -0.217 0.05 0.42 0.09 0.263
C -1.836 3.106 -0.702 0.33 -0.52 0.43 -0.952
H -2.605 3.414 -1.419 0.13 -0.03 0.11 0.269
H -2.034 3.541 0.285 0.03 0.06 -0.30 0.279
H -0.838 3.402 -1.060 -0.42 -0.05 0.08 0.245
C 2.778 0.691 2.100 -0.47 0.06 -0.10 -0.965
H 3.790 1.064 1.963 0.18 0.03 0.11 0.264
H 2.323 1.081 3.011 0.19 -0.06 0.01 0.284
H 2.774 -0.401 2.127 0.08 0.10 0.00 0.264
C 1.865 3.090 0.726 -0.12 0.08 0.03 -0.969
H 1.656 3.434 1.744 0.06 0.05 -0.31 0.283
H 2.882 3.372 0.425 -0.22 0.06 0.10 0.268
H 1.138 3.526 0.025 0.30 -0.11 0.25 0.257
C -1.226 -1.400 1.311 -3.53 -2.75 0.61 0.142
O -2.347 -1.628 1.736 4.18 0.58 -1.39 -0.299
H -0.433 -2.073 0.628 -2.18 -0.01 1.94 0.262
C -0.519 2.854 4.067 -0.22 -0.39 0.36 -0.277
O 0.051 2.011 2.999 -2.20 -0.05 -0.57 -0.562
C -0.918 1.525 2.141 -1.65 0.74 2.68 0.606
O -2.128 1.843 2.268 4.13 -1.02 -0.76 -0.634
H -1.296 2.317 4.648 0.51 0.16 -0.60 0.221
H -0.940 3.778 3.676 0.05 -0.12 -0.19 0.207
H 0.317 3.062 4.709 0.31 0.14 0.20 0.212
```
Positions in Å, forces in eV/Å.



Formula: C22H27NO6
Source: the OMol25 dataset
Level of theory: ωB97M-V/def2-TZVPD

energy above the lowest of the compared OMol25 structures with the same formula, charge and spin: 26.0 kcal/mol
HOMO-LUMO gap: 8.79 eV
SMILES: CCCCc1cc(=O)oc2cc(C)cc(OCC(=O)N3CCC(C(=O)O)CC3)c12

Structure (XYZ):
```
56
Properties=species:S:1:pos:R:3:forces:R:3:nbo_charge:R:1
C -1.551 3.482 -2.156 -0.06 -0.05 -0.16 -0.608
C -2.358 2.366 -2.811 -0.04 0.03 0.23 -0.399
C -2.538 1.129 -1.928 0.08 0.01 -0.27 -0.384
C -1.334 0.176 -1.914 -0.25 -0.12 0.02 -0.475
C -0.120 0.759 -1.265 0.61 -0.21 -0.41 0.243
C 1.014 0.932 -1.987 -0.50 -0.02 0.14 -0.417
C 2.186 1.578 -1.451 0.42 -0.24 -0.38 0.785
O 3.283 1.564 -1.979 -0.29 0.24 0.21 -0.631
O 2.021 2.268 -0.295 0.21 0.27 -0.12 -0.464
C 0.988 1.980 0.526 -0.72 -0.31 0.56 0.454
C 1.067 2.494 1.816 0.07 -0.02 -0.19 -0.291
C 0.125 2.146 2.765 0.07 -0.07 -0.33 0.041
C 0.214 2.667 4.164 0.05 -0.05 0.03 -0.630
C -0.886 1.256 2.411 -0.22 -0.16 -0.13 -0.329
C -1.002 0.765 1.123 0.36 0.38 0.11 0.435
O -2.004 -0.099 0.787 0.06 0.31 -0.03 -0.531
C -2.201 -1.272 1.565 -0.17 -0.42 0.00 -0.147
C -1.782 -2.458 0.677 -0.08 0.16 0.28 0.656
O -2.610 -3.032 -0.005 -0.43 0.03 -0.12 -0.623
N -0.469 -2.763 0.629 0.16 -0.20 -0.15 -0.442
C 0.553 -2.191 1.489 0.19 0.36 0.51 -0.233
C 1.904 -2.860 1.252 -0.02 0.22 -0.10 -0.395
C 2.343 -2.722 -0.209 0.17 0.23 0.07 -0.339
C 2.864 -1.317 -0.470 -0.06 -0.36 0.36 0.821
O 2.698 -0.395 0.290 0.08 0.13 0.21 -0.638
O 3.483 -1.210 -1.633 0.31 -0.05 -0.62 -0.693
C 1.155 -2.988 -1.163 -0.07 -0.22 0.04 -0.390
C 0.001 -3.652 -0.418 -0.09 -0.09 -0.45 -0.229
C -0.087 1.165 0.121 0.07 0.17 0.31 -0.315
H -1.571 4.373 -2.780 0.05 0.12 0.00 0.211
H -1.970 3.735 -1.184 -0.02 0.06 0.12 0.201
H -0.513 3.195 -2.018 0.10 0.07 0.05 0.202
H -1.885 2.078 -3.753 -0.06 -0.02 -0.11 0.193
H -3.349 2.758 -3.050 0.02 -0.03 -0.09 0.203
H -3.389 0.556 -2.300 -0.03 -0.03 0.09 0.215
H -2.771 1.438 -0.910 -0.11 -0.01 0.03 0.207
H -1.086 -0.097 -2.942 0.04 -0.01 0.02 0.208
H -1.639 -0.727 -1.385 0.08 -0.03 -0.12 0.250
H 1.092 0.594 -3.010 -0.02 0.02 -0.08 0.236
H 1.900 3.132 2.061 0.12 0.10 0.04 0.227
H -0.776 2.796 4.593 -0.04 0.04 0.06 0.220
H 0.741 3.617 4.189 0.02 0.08 0.06 0.223
H 0.762 1.961 4.788 0.02 -0.01 0.09 0.227
H -1.606 0.949 3.155 -0.11 -0.02 0.06 0.217
H -1.658 -1.237 2.511 -0.02 0.09 -0.06 0.192
H -3.275 -1.363 1.751 0.24 -0.06 -0.01 0.217
H 0.269 -2.331 2.538 0.06 0.07 -0.08 0.198
H 0.668 -1.119 1.300 0.00 -0.15 0.12 0.226
H 2.638 -2.372 1.895 -0.05 -0.08 0.04 0.239
H 1.856 -3.913 1.530 0.03 -0.01 0.01 0.209
H 3.155 -3.421 -0.420 -0.04 0.03 -0.02 0.236
H 3.716 -0.272 -1.834 -0.21 -0.13 0.24 0.527
H 0.796 -2.043 -1.578 -0.05 -0.02 -0.07 0.211
H 1.469 -3.616 -1.994 -0.02 0.04 -0.06 0.227
H 0.310 -4.613 0.004 -0.06 -0.01 -0.07 0.190
H -0.842 -3.829 -1.089 0.17 -0.05 0.13 0.253
```
Positions in Å, forces in eV/Å.



Formula: C22H28AuClN2O2S2Se
Source: the OMol25 dataset
Level of theory: ωB97M-V/def2-TZVPD

energy above the lowest of the compared OMol25 structures with the same formula, charge and spin: 39.7 kcal/mol
HOMO-LUMO gap (alpha / beta): 5.41 / 5.48 eV

Structure (XYZ):
```
59
Properties=species:S:1:pos:R:3:forces:R:3:nbo_charge:R:1
Au -0.754 0.649 -0.243 -1.39 -2.30 -0.19 1.061
C -1.390 0.768 5.603 0.13 -0.15 -0.07 -0.616
C -0.399 -0.230 5.016 0.15 0.46 0.24 -0.215
N -0.993 -1.148 4.071 0.24 -0.14 -0.22 -0.392
C -1.684 -2.313 4.601 -0.35 -0.40 0.02 -0.215
C -3.201 -2.119 4.658 0.21 -0.01 -0.05 -0.619
C -0.884 -0.994 2.741 0.18 0.54 -0.39 0.377
S -0.112 0.444 2.165 0.23 0.86 -0.29 -0.280
N -1.422 -1.958 2.023 -0.67 -0.52 0.02 -0.680
C -1.367 -2.189 0.723 0.11 0.43 0.86 0.671
O -0.711 -1.558 -0.150 0.36 0.56 -0.01 -0.694
C -2.185 -3.354 0.306 0.06 -0.32 -0.26 -0.076
C -2.878 -4.094 1.263 -0.01 -0.02 -0.01 -0.183
C -3.669 -5.159 0.885 -0.11 -0.07 0.01 -0.213
C -3.788 -5.492 -0.454 0.00 -0.03 -0.10 -0.187
C -3.094 -4.772 -1.411 -0.08 -0.08 -0.06 -0.222
C -2.291 -3.712 -1.035 0.21 0.16 0.03 -0.187
H -0.884 1.382 6.342 0.04 0.11 0.12 0.215
H -2.218 0.260 6.089 -0.09 -0.01 0.09 0.202
H -1.783 1.419 4.829 -0.08 0.07 -0.15 0.225
H 0.044 -0.824 5.820 0.06 0.01 -0.08 0.195
H 0.398 0.310 4.502 0.00 -0.12 0.24 0.232
H -1.295 -2.512 5.603 0.07 0.04 -0.10 0.198
H -1.453 -3.163 3.955 0.03 0.10 0.25 0.228
H -3.487 -1.424 5.445 -0.04 0.01 0.00 0.205
H -3.694 -3.072 4.840 -0.04 -0.07 0.07 0.213
H -3.552 -1.732 3.705 -0.07 0.01 -0.09 0.226
H -2.799 -3.815 2.300 0.03 0.03 0.08 0.229
H -4.207 -5.729 1.629 -0.03 0.00 0.08 0.212
H -4.424 -6.310 -0.755 -0.07 -0.14 -0.03 0.213
H -3.186 -5.032 -2.454 0.00 -0.04 -0.12 0.214
H -1.752 -3.142 -1.777 0.04 0.01 0.04 0.239
Se -2.073 -0.397 -2.252 0.24 1.44 0.35 0.105
C -0.930 -0.114 -3.734 -0.02 0.18 -0.09 -0.231
C -0.400 1.149 -3.987 -0.05 -0.11 -0.05 -0.225
C 0.271 1.375 -5.172 0.10 0.00 -0.10 -0.193
C 0.424 0.354 -6.099 0.08 -0.14 -0.09 -0.225
C -0.048 -0.919 -5.818 0.04 0.21 -0.26 -0.231
C -0.728 -1.157 -4.641 -0.15 0.14 0.50 -0.194
H -0.540 1.945 -3.269 -0.04 0.05 0.04 0.239
H 0.659 2.358 -5.395 0.03 0.11 0.03 0.213
H 0.900 0.550 -7.049 0.13 0.02 -0.03 0.211
H 0.092 -1.716 -6.531 0.00 -0.11 -0.09 0.212
H -1.132 -2.134 -4.421 0.01 -0.13 0.00 0.205
O 1.447 0.157 -1.159 -0.30 0.77 -0.44 -1.046
S 2.318 -0.957 -0.717 1.16 -0.55 -0.22 1.254
C 3.954 -0.130 -0.380 -0.22 -0.46 0.03 -0.594
C 4.884 -0.422 -1.550 0.08 0.11 -0.25 -0.412
C 3.994 -0.655 -2.770 0.21 0.05 0.00 -0.417
C 2.967 -1.663 -2.296 -0.07 0.33 0.44 -0.588
H 4.340 -0.487 0.573 -0.04 0.03 0.07 0.229
H 3.707 0.928 -0.298 -0.16 -0.05 0.00 0.248
H 5.467 -1.328 -1.362 0.02 0.07 0.05 0.201
H 5.582 0.403 -1.704 0.02 -0.05 0.02 0.225
H 4.562 -1.024 -3.626 -0.04 0.00 0.01 0.221
H 3.500 0.275 -3.063 -0.04 -0.06 -0.02 0.226
H 3.432 -2.618 -2.059 0.00 -0.17 0.01 0.216
H 2.128 -1.800 -2.969 -0.21 -0.04 0.06 0.253
Cl -1.202 2.892 -0.536 0.14 -0.64 0.06 -0.478
```
Positions in Å, forces in eV/Å.



These records have maximum force values of 4.515 0.962 2.690 eV/A, in the order they appear.
These records have electronic energy values of -1936.34508 -1360.78088 -4908.77126 a.u., in the order they appear.